#a
# C21H56O21S7

A cluster of 7 separate species, C21H56O21S7 in total (wB97M-V/def2-TZVPD, the Open Molecules 2025 dataset).

Last columns: bonded neighbours and bond lengths (Å).
Cartesian coordinates (Å):
1 C -10.10897 12.86303 -11.82363  C2 1.546, H8 1.090, H9 1.090, H10 1.090
2 C -11.10960 13.56995 -12.76629  C1 1.546, O3 1.426, H11 1.090, H12 1.090
3 O -10.45156 14.35238 -13.75999  C2 1.426, S4 1.698
4 S -11.19088 14.48396 -15.28301  O3 1.698, C5 1.894, O6 1.468, O7 1.421
5 C -12.70826 15.46452 -14.71324  S4 1.894, H13 1.090, H14 1.090, H15 1.090
6 O -10.32378 15.36343 -16.07685  S4 1.468
7 O -11.57017 13.17897 -15.69908  S4 1.421
8 H -10.57775 12.13077 -11.16624  C1 1.090
9 H -9.47348 13.54704 -11.26117  C1 1.090
10 H -9.37328 12.28817 -12.38613  C1 1.090
11 H -11.59600 12.74761 -13.29094  C2 1.090
12 H -11.86359 14.06527 -12.15451  C2 1.090
13 H -13.22270 14.82475 -13.99620  C5 1.090
14 H -13.29592 15.60975 -15.61970  C5 1.090
15 H -12.36513 16.39687 -14.26481  C5 1.090
16 C -3.35589 23.95705 -14.51360  C17 1.554, H23 1.090, H24 1.090, H25 1.090
17 C -4.30830 22.73217 -14.59986  C16 1.554, O18 1.411, H26 1.090, H27 1.090
18 O -3.58687 21.64219 -15.13146  C17 1.411, S19 1.648
19 S -3.66663 21.18309 -16.71192  O18 1.648, C20 1.891, O21 1.460, O22 1.502
20 C -5.43873 20.53104 -16.81994  S19 1.891, H28 1.090, H29 1.090, H30 1.090
21 O -3.59132 22.23868 -17.71723  S19 1.460
22 O -2.84348 19.93651 -16.87042  S19 1.502
23 H -3.82488 24.86313 -14.12997  C16 1.090
24 H -2.88585 24.11853 -15.48369  C16 1.090
25 H -2.52732 23.66378 -13.86896  C16 1.090
26 H -4.74646 22.44471 -13.64410  C17 1.090
27 H -5.22196 22.97941 -15.14041  C17 1.090
28 H -5.69883 20.31066 -17.85525  C20 1.090
29 H -6.04668 21.41049 -16.60765  C20 1.090
30 H -5.51997 19.80601 -16.01010  C20 1.090
31 C -11.82107 22.30350 -12.76906  C32 1.532, H38 1.090, H39 1.090, H40 1.090
32 C -13.32376 22.59863 -12.78770  C31 1.532, O33 1.444, H41 1.090, H42 1.090
33 O -13.85500 21.55767 -11.93990  C32 1.444, S34 1.615
34 S -15.12518 21.79768 -10.97168  O33 1.615, C35 1.880, O36 1.426, O37 1.453
35 C -14.20118 22.84062 -9.70993  S34 1.880, H43 1.090, H44 1.090, H45 1.090
36 O -16.03143 22.58498 -11.74216  S34 1.426
37 O -15.56848 20.54991 -10.37459  S34 1.453
38 H -11.20236 22.85979 -13.47323  C31 1.090
39 H -11.57735 21.25800 -12.95785  C31 1.090
40 H -11.43427 22.41448 -11.75605  C31 1.090
41 H -13.53251 23.62183 -12.47534  C32 1.090
42 H -13.69442 22.46481 -13.80398  C32 1.090
43 H -14.93057 23.12568 -8.95175  C35 1.090
44 H -13.72855 23.68917 -10.20457  C35 1.090
45 H -13.43496 22.23331 -9.22808  C35 1.090
46 C -10.09464 28.53711 -14.80509  C47 1.480, H53 1.090, H54 1.090, H55 1.090
47 C -9.54311 29.02413 -13.52127  C46 1.480, O48 1.436, H56 1.090, H57 1.090
48 O -10.12173 28.30741 -12.41982  C47 1.436, S49 1.683
49 S -9.46633 28.48212 -10.88009  O48 1.683, C50 1.815, O51 1.452, O52 1.472
50 C -10.47444 29.87922 -10.30790  S49 1.815, H58 1.090, H59 1.090, H60 1.090
51 O -9.90023 27.36057 -10.06568  S49 1.452
52 O -8.05486 28.88598 -10.99104  S49 1.472
53 H -10.28200 27.46501 -14.74502  C46 1.090
54 H -9.39207 28.78815 -15.59974  C46 1.090
55 H -11.05756 28.94329 -15.11477  C46 1.090
56 H -8.46140 28.89060 -13.50799  C47 1.090
57 H -9.76515 30.08876 -13.44807  C47 1.090
58 H -10.04251 30.10415 -9.33273  C50 1.090
59 H -11.53128 29.62767 -10.21889  C50 1.090
60 H -10.22420 30.67516 -11.00928  C50 1.090
61 C -9.34821 18.51000 -6.91766  C62 1.509, H68 1.090, H69 1.090, H70 1.090
62 C -10.46726 17.79380 -7.63378  C61 1.509, O63 1.400, H71 1.090, H72 1.090
63 O -11.69787 18.40809 -7.37483  C62 1.400, S64 1.716
64 S -12.54808 17.87428 -5.98317  O63 1.716, C65 1.812, O66 1.452, O67 1.468
65 C -13.36924 16.42724 -6.70207  S64 1.812, H73 1.090, H74 1.090, H75 1.090
66 O -11.62710 17.43630 -4.94954  S64 1.452
67 O -13.52045 18.92899 -5.67236  S64 1.468
68 H -9.59495 18.62855 -5.86260  C61 1.090
69 H -8.94621 19.43039 -7.34121  C61 1.090
70 H -8.49761 17.82965 -6.87636  C61 1.090
71 H -10.40506 17.94439 -8.71154  C62 1.090
72 H -10.50053 16.75820 -7.29538  C62 1.090
73 H -12.80290 15.52239 -6.48156  C65 1.090
74 H -13.31781 16.54827 -7.78411  C65 1.090
75 H -14.38481 16.41606 -6.30633  C65 1.090
76 C -16.64830 33.36223 -12.34189  C77 1.500, H83 1.090, H84 1.090, H85 1.090
77 C -16.32179 31.91726 -12.10472  C76 1.500, O78 1.463, H86 1.090, H87 1.090
78 O -17.49719 31.28755 -11.50368  C77 1.463, S79 1.685
79 S -17.55374 29.60890 -11.36773  O78 1.685, C80 1.825, O81 1.516, O82 1.431
80 C -18.60206 29.43102 -12.85070  S79 1.825, H88 1.090, H89 1.090, H90 1.090
81 O -16.16015 29.06826 -11.61941  S79 1.516
82 O -18.29931 29.21655 -10.21097  S79 1.431
83 H -17.49555 33.44313 -13.02285  C76 1.090
84 H -15.83818 33.94384 -12.78180  C76 1.090
85 H -16.96298 33.82092 -11.40451  C76 1.090
86 H -16.16977 31.46396 -13.08427  C77 1.090
87 H -15.52077 31.81741 -11.37226  C77 1.090
88 H -19.28828 30.27733 -12.88181  C80 1.090
89 H -19.03922 28.43265 -12.86636  C80 1.090
90 H -17.88791 29.55069 -13.66543  C80 1.090
91 C -25.21584 20.60542 -14.51265  C92 1.533, H98 1.090, H99 1.090, H100 1.090
92 C -24.87870 20.46098 -13.02437  C91 1.533, O93 1.389, H101 1.090, H102 1.090
93 O -25.58956 21.48493 -12.41220  C92 1.389, S94 1.663
94 S -24.92840 22.21617 -11.07289  O93 1.663, C95 1.879, O96 1.442, O97 1.451
95 C -23.56654 23.18556 -11.93098  S94 1.879, H103 1.090, H104 1.090, H105 1.090
96 O -25.84578 23.13088 -10.43897  S94 1.442
97 O -24.21346 21.23022 -10.28488  S94 1.451
98 H -26.23076 20.87608 -14.80384  C91 1.090
99 H -24.84322 19.75985 -15.09081  C91 1.090
100 H -24.57735 21.44235 -14.79545  C91 1.090
101 H -25.20968 19.46445 -12.73200  C92 1.090
102 H -23.80990 20.48192 -12.81149  C92 1.090
103 H -22.94679 23.64825 -11.16292  C95 1.090
104 H -23.98680 23.98884 -12.53614  C95 1.090
105 H -22.87593 22.57355 -12.51117  C95 1.090

The spin multiplicity is 1. The value obtained for the HOMO energy is -0.4032 Eh. The calculation puts the gap between HOMO and LUMO at 10.96 eV.

***

#b
# C21H56O21S7

A cluster of 7 separate species, C21H56O21S7 in total (wB97M-V/def2-TZVPD, the Open Molecules 2025 dataset).

Last columns: bonded neighbours and bond lengths (Å).
Cartesian coordinates (Å):
1 C -0.41355 -5.13327 27.08575  C2 1.478, H8 1.090, H9 1.090, H10 1.090
2 C 0.61663 -4.48231 26.24894  C1 1.478, O3 1.373, H11 1.090, H12 1.090
3 O 1.27173 -5.45567 25.53493  C2 1.373, S4 1.621
4 S 2.80415 -5.24236 25.05154  O3 1.621, C5 1.903, O6 1.455, O7 1.453
5 C 2.50892 -3.93136 23.70388  S4 1.903, H13 1.090, H14 1.090, H15 1.090
6 O 3.64964 -4.66701 26.08675  S4 1.455
7 O 3.15635 -6.45677 24.33615  S4 1.453
8 H -0.59823 -4.60555 28.02144  C1 1.090
9 H -0.23877 -6.20215 27.20842  C1 1.090
10 H -1.39159 -5.20245 26.60961  C1 1.090
11 H 0.12877 -3.66519 25.71750  C2 1.090
12 H 1.26683 -3.97173 26.95932  C2 1.090
13 H 2.10356 -2.98896 24.07220  C5 1.090
14 H 1.83615 -4.50617 23.06744  C5 1.090
15 H 3.41459 -3.56343 23.22167  C5 1.090
16 C 6.93798 5.09867 18.82203  C17 1.542, H23 1.090, H24 1.090, H25 1.090
17 C 6.52851 3.64493 18.50927  C16 1.542, O18 1.404, H26 1.090, H27 1.090
18 O 5.25282 3.86986 17.96715  C17 1.404, S19 1.674
19 S 4.70332 2.54128 17.11038  O18 1.674, C20 1.859, O21 1.417, O22 1.489
20 C 5.52859 3.01265 15.51278  S19 1.859, H28 1.090, H29 1.090, H30 1.090
21 O 5.28659 1.34049 17.58542  S19 1.417
22 O 3.24261 2.76166 16.91978  S19 1.489
23 H 6.14232 5.54713 19.41693  C16 1.090
24 H 6.98222 5.64758 17.88137  C16 1.090
25 H 7.91044 4.97225 19.29789  C16 1.090
26 H 7.29684 3.27287 17.83154  C17 1.090
27 H 6.57641 2.99757 19.38489  C17 1.090
28 H 5.66077 2.04279 15.03320  C20 1.090
29 H 6.43650 3.55392 15.77890  C20 1.090
30 H 4.88011 3.80892 15.14736  C20 1.090
31 C 9.31955 7.58558 6.34687  C32 1.490, H38 1.090, H39 1.090, H40 1.090
32 C 7.92666 7.10726 6.11889  C31 1.490, O33 1.516, H41 1.090, H42 1.090
33 O 7.10696 7.46535 7.34268  C32 1.516, S34 1.668
34 S 5.56752 6.86076 7.55813  O33 1.668, C35 1.832, O36 1.438, O37 1.496
35 C 4.62878 8.10971 6.60220  S34 1.832, H43 1.090, H44 1.090, H45 1.090
36 O 5.45874 5.56322 6.94781  S34 1.438
37 O 5.19457 6.97391 9.00261  S34 1.496
38 H 9.99265 7.02294 5.69998  C31 1.090
39 H 9.77238 7.58256 7.33835  C31 1.090
40 H 9.39603 8.61230 5.98890  C31 1.090
41 H 7.37366 7.25742 5.19168  C32 1.090
42 H 8.00782 6.02163 6.06494  C32 1.090
43 H 5.10316 9.09103 6.59386  C35 1.090
44 H 3.69164 8.10905 7.15887  C35 1.090
45 H 4.51629 7.76796 5.57329  C35 1.090
46 C 9.82483 1.14632 26.03335  C47 1.562, H53 1.090, H54 1.090, H55 1.090
47 C 10.11988 0.71419 27.50493  C46 1.562, O48 1.422, H56 1.090, H57 1.090
48 O 9.33997 1.63683 28.25552  C47 1.422, S49 1.683
49 S 8.30195 1.10819 29.47054  O48 1.683, C50 1.815, O51 1.474, O52 1.438
50 C 9.46926 0.53978 30.73852  S49 1.815, H58 1.090, H59 1.090, H60 1.090
51 O 7.51208 2.24028 29.98610  S49 1.474
52 O 7.57713 0.02268 28.86700  S49 1.438
53 H 10.61768 0.65162 25.47231  C46 1.090
54 H 9.82773 2.23613 26.01310  C46 1.090
55 H 8.85144 0.79260 25.69349  C46 1.090
56 H 9.68390 -0.26992 27.67684  C47 1.090
57 H 11.16184 0.62836 27.81320  C47 1.090
58 H 10.07632 -0.22456 30.25337  C50 1.090
59 H 9.03981 0.16784 31.66876  C50 1.090
60 H 10.16781 1.36104 30.89875  C50 1.090
61 C 10.69741 7.05627 13.73897  C62 1.516, H68 1.090, H69 1.090, H70 1.090
62 C 11.76579 5.98452 13.64116  C61 1.516, O63 1.449, H71 1.090, H72 1.090
63 O 11.73525 5.39739 14.96598  C62 1.449, S64 1.628
64 S 13.13110 4.83800 15.58865  O63 1.628, C65 1.914, O66 1.491, O67 1.436
65 C 14.12288 6.46726 15.75221  S64 1.914, H73 1.090, H74 1.090, H75 1.090
66 O 12.87435 4.31766 16.96196  S64 1.491
67 O 13.68972 3.98343 14.57898  S64 1.436
68 H 9.74206 6.57950 13.95824  C61 1.090
69 H 10.49127 7.64284 12.84369  C61 1.090
70 H 10.94047 7.81937 14.47835  C61 1.090
71 H 11.43851 5.26971 12.88616  C62 1.090
72 H 12.68839 6.37805 13.21448  C62 1.090
73 H 14.52852 6.64236 16.74865  C65 1.090
74 H 13.40617 7.28771 15.78793  C65 1.090
75 H 14.74588 6.76090 14.90738  C65 1.090
76 C -8.47697 -2.74650 19.37855  C77 1.610, H83 1.090, H84 1.090, H85 1.090
77 C -7.61286 -3.13744 20.67916  C76 1.610, O78 1.377, H86 1.090, H87 1.090
78 O -6.28178 -3.18524 20.33056  C77 1.377, S79 1.679
79 S -5.16045 -2.03457 20.81909  O78 1.679, C80 1.810, O81 1.447, O82 1.467
80 C -5.22249 -1.02583 19.31758  S79 1.810, H88 1.090, H89 1.090, H90 1.090
81 O -5.65240 -1.26785 21.94369  S79 1.447
82 O -3.83619 -2.66472 20.78855  S79 1.467
83 H -9.54138 -2.95523 19.48611  C76 1.090
84 H -8.12680 -3.28399 18.49732  C76 1.090
85 H -8.32784 -1.72318 19.03407  C76 1.090
86 H -7.87469 -2.48492 21.51209  C77 1.090
87 H -7.77243 -4.17833 20.96055  C77 1.090
88 H -4.77421 -1.52648 18.45939  C80 1.090
89 H -4.48143 -0.22890 19.37946  C80 1.090
90 H -6.16276 -0.51428 19.11185  C80 1.090
91 C 1.76389 5.13965 23.75769  C92 1.528, H98 1.090, H99 1.090, H100 1.090
92 C 2.84212 5.59501 24.73974  C91 1.528, O93 1.443, H101 1.090, H102 1.090
93 O 2.81101 7.03608 24.66397  C92 1.443, S94 1.671
94 S 3.87729 7.78975 25.70722  O93 1.671, C95 1.905, O96 1.474, O97 1.469
95 C 2.89963 7.66023 27.33765  S94 1.905, H103 1.090, H104 1.090, H105 1.090
96 O 5.09961 6.97350 25.81681  S94 1.474
97 O 3.92453 9.19531 25.28181  S94 1.469
98 H 0.81771 5.67010 23.86477  C91 1.090
99 H 1.50159 4.10535 23.98021  C91 1.090
100 H 2.06864 5.15369 22.71126  C91 1.090
101 H 2.63189 5.13898 25.70718  C92 1.090
102 H 3.84683 5.27199 24.46715  C92 1.090
103 H 3.42359 8.26857 28.07487  C95 1.090
104 H 2.96662 6.61489 27.63908  C95 1.090
105 H 1.91098 8.01076 27.04133  C95 1.090

The spin multiplicity is 1. The value obtained for the HOMO energy is -0.4017 Eh. The calculation puts the gap between HOMO and LUMO at 11.27 eV.

***

Decreasing stability: #a, #b

***

#a
# C4H8NOS

The ion C4H8NOS with charge -1 (wB97M-V/def2-TZVPD, the Open Molecules 2025 dataset).

Last columns: bonded neighbours and bond lengths (Å).
Cartesian coordinates (Å):
1 O 1.61178 -3.07365 -1.02709  C2 1.217
2 C 0.88176 -2.10616 -1.13164  O1 1.217, N3 1.346, H8 1.100
3 N 0.24155 -1.50466 -0.11199  C2 1.346, C4 1.461, H9 1.006
4 C -0.49103 -0.25585 -0.30632  N3 1.461, C5 1.541, H10 1.085, H11 1.089
5 C 0.30857 0.99111 0.11870  C4 1.541, C6 1.539, H12 1.094, H13 1.092
6 C -0.49199 1.81608 1.14237  C5 1.539, S7 1.787, H14 1.098, H15 1.108
7 S -1.94182 2.63882 0.49936  C6 1.787
8 H 0.68520 -1.66252 -2.11904  C2 1.100
9 H 0.05936 -2.13079 0.65419  N3 1.006
10 H -1.43917 -0.25348 0.22026  C4 1.085
11 H -0.72494 -0.21403 -1.36873  C4 1.089
12 H 0.55484 1.57804 -0.77065  C5 1.094
13 H 1.21413 0.63140 0.61195  C5 1.092
14 H 0.22884 2.47062 1.64891  C6 1.098
15 H -0.69707 1.07507 1.93974  C6 1.108

As for the total charge: -1. The spin multiplicity is 1. The value obtained for the HOMO energy is -0.0953 Eh. The calculation puts the gap between HOMO and LUMO at 6.18 eV.

***

#b
# C4H8NOS

The ion C4H8NOS with charge -1 (wB97M-V/def2-TZVPD, the Open Molecules 2025 dataset).

Last columns: bonded neighbours and bond lengths (Å).
Cartesian coordinates (Å):
1 C -1.74740 0.90012 0.79232  C2 1.515, H8 1.097, H9 1.135, H10 1.219
2 C -0.35738 1.49446 0.89532  C1 1.515, O3 1.224, N4 1.388
3 O -0.06657 2.37166 1.69829  C2 1.224
4 N 0.47652 0.76546 0.05898  C2 1.388, C5 1.453, H11 1.035
5 C 0.21393 -0.44215 -0.70461  N4 1.453, C6 1.485, H12 1.101, H13 1.030
6 C 1.38680 -1.33855 -0.86455  C5 1.485, S7 1.764, H14 1.108, H15 1.112
7 S 0.82869 -2.77430 -1.72478  C6 1.764
8 H -2.03767 0.96973 -0.26377  C1 1.097
9 H -1.37363 -0.10621 1.16102  C1 1.135
10 H -2.36426 1.26694 1.77710  C1 1.219
11 H 1.47447 0.75058 0.33269  N4 1.035
12 H -0.22561 -0.33189 -1.70856  C5 1.101
13 H -0.42717 -0.96037 -0.08661  C5 1.030
14 H 1.95019 -1.63207 0.04384  C6 1.108
15 H 2.26910 -0.93341 -1.40668  C6 1.112

As for the total charge: -1. The spin multiplicity is 1. The value obtained for the HOMO energy is -0.0948 Eh. The calculation puts the gap between HOMO and LUMO at 6.13 eV.

***

Decreasing stability: #a, #b